[1]
DFT (ωB97M-V with the def2-TZVPD basis set) results for the molecule C7H7N3O.

Last column: natural (NBO) charge in e.
Atoms and positions in Å:
1 C -3.695 -0.795 0.083  0.240
2 C 2.361 0.387 0.287  -0.368
3 C 2.890 -0.832 0.067  -0.030
4 C 0.969 0.157 0.393  0.421
5 C -1.243 0.788 0.797  -0.143
6 C -2.023 0.890 -0.527  -0.100
7 C -3.042 0.068 -0.815  -0.343
8 N -4.400 -1.372 0.792  -0.294
9 N 1.836 -1.704 -0.075  -0.353
10 N 0.660 -1.107 0.131  -0.338
11 O 0.158 1.207 0.708  -0.474
12 H 2.992 1.237 0.349  0.237
13 H 3.829 -1.211 -0.132  0.213
14 H -1.824 1.317 1.590  0.217
15 H -1.364 -0.144 1.284  0.221
16 H -1.677 1.609 -1.280  0.227
17 H -3.586 0.246 -1.834  0.251
18 H 1.692 -2.702 0.059  0.416

Calculated values
orbital gap: 9.523 eV
SMILES: N#C/C=C\COc1cc[nH]n1
calculated total energy: -13887.5773 eV


[2]
DFT (ωB97M-V with the def2-TZVPD basis set) results for the molecule C16H19NO3.

Last column: natural (NBO) charge in e.
Atoms and positions in Å:
1 C -1.903 -5.364 -1.366  -0.600
2 C -0.862 -4.522 -2.092  -0.396
3 C 0.459 -4.473 -1.326  -0.426
4 C 1.483 -3.578 -2.027  -0.060
5 O 1.054 -2.236 -2.136  -0.493
6 C 1.039 -1.435 -1.039  0.304
7 C 0.430 -0.192 -1.215  -0.221
8 C 0.382 0.731 -0.184  -0.111
9 C 0.925 0.408 1.058  -0.243
10 C 1.519 -0.826 1.236  -0.201
11 C 1.589 -1.745 0.202  -0.257
12 H 2.070 -2.694 0.380  0.211
13 H 1.936 -1.086 2.198  0.214
14 H 0.854 1.094 1.889  0.213
15 C -0.299 2.035 -0.444  0.668
16 O -1.262 2.144 -1.175  -0.616
17 N 0.267 3.095 0.184  -0.604
18 H 1.084 2.962 0.758  0.399
19 C -0.294 4.430 0.113  -0.276
20 C -0.592 4.962 1.475  0.259
21 C 0.123 5.786 2.296  -0.307
22 C -0.630 5.906 3.490  -0.319
23 C -1.739 5.141 3.306  0.092
24 O -1.723 4.567 2.095  -0.392
25 H -2.580 4.935 3.937  0.204
26 H -0.376 6.481 4.357  0.228
27 H 1.059 6.256 2.076  0.225
28 H -1.214 4.336 -0.472  0.260
29 H 0.401 5.105 -0.397  0.210
30 H -0.007 0.050 -2.171  0.243
31 H 1.609 -3.903 -3.063  0.194
32 H 2.458 -3.636 -1.527  0.172
33 H 0.272 -4.095 -0.318  0.205
34 H 0.879 -5.477 -1.240  0.206
35 H -1.235 -3.504 -2.216  0.210
36 H -0.685 -4.936 -3.087  0.193
37 H -1.549 -6.385 -1.240  0.198
38 H -2.832 -5.389 -1.930  0.211
39 H -2.111 -4.950 -0.382  0.203

Calculated values
orbital gap: 9.453 eV
SMILES: CCCCOc1cccc(C(=O)NCc2ccco2)c1
calculated total energy: -24532.6627 eV


[3]
DFT (ωB97M-V with the def2-TZVPD basis set) results for C31H39N11OSSr as an isolated structure.

Last column: Löwdin charge in e.
Atoms and positions in Å:
1 Sr -0.734 0.146 -1.155  1.506
2 C -1.556 -1.214 -3.316  -0.185
3 C -1.574 0.315 -3.695  -0.155
4 C -2.843 0.994 -3.187  -0.318
5 C -3.818 1.418 -4.071  0.009
6 C -4.992 1.959 -3.564  -0.018
7 C -5.155 2.046 -2.193  -0.026
8 C -4.126 1.606 -1.378  -0.109
9 N -2.989 1.106 -1.857  -0.026
10 N -0.351 -1.741 -2.631  -0.312
11 C -0.616 -3.038 -1.977  -0.114
12 C -1.780 -2.996 -1.004  -0.291
13 C -2.779 -3.951 -1.086  0.003
14 C -3.833 -3.896 -0.184  -0.018
15 C -3.862 -2.873 0.749  -0.025
16 C -2.835 -1.944 0.746  -0.109
17 N -1.804 -2.003 -0.102  0.011
18 C 0.845 -1.757 -3.479  -0.108
19 C 1.717 -0.513 -3.399  -0.268
20 C 2.573 -0.238 -4.457  -0.001
21 C 3.415 0.857 -4.365  -0.020
22 C 3.366 1.650 -3.227  -0.026
23 C 2.464 1.320 -2.236  -0.114
24 N 1.647 0.261 -2.312  0.017
25 H -1.770 -1.796 -4.217  0.144
26 H -2.401 -1.381 -2.641  0.109
27 H -1.551 0.406 -4.779  0.128
28 H -0.683 0.879 -3.383  0.065
29 H -3.665 1.327 -5.138  0.126
30 H -5.769 2.301 -4.234  0.124
31 H -6.058 2.451 -1.757  0.119
32 H -4.202 1.672 -0.299  0.108
33 H 0.290 -3.314 -1.432  0.137
34 H -0.800 -3.824 -2.719  0.138
35 H -2.733 -4.725 -1.840  0.125
36 H -4.624 -4.632 -0.220  0.125
37 H -4.671 -2.783 1.461  0.119
38 H -2.827 -1.111 1.439  0.079
39 H 0.570 -1.925 -4.527  0.139
40 H 1.458 -2.614 -3.191  0.139
41 H 2.579 -0.873 -5.333  0.127
42 H 4.094 1.096 -5.173  0.125
43 H 4.002 2.517 -3.117  0.120
44 H 2.375 1.925 -1.341  0.100
45 N 2.408 -1.828 4.362  0.185
46 C 3.695 -1.021 4.453  -0.260
47 C 4.526 -1.249 3.198  -0.107
48 C 3.823 -0.754 1.930  -0.348
49 N 2.729 -1.692 1.582  0.052
50 C 3.318 0.681 2.109  -0.107
51 C 2.570 0.997 3.409  -0.341
52 N 1.202 0.420 3.421  0.052
53 C 3.335 0.454 4.620  -0.098
54 H 2.170 -2.289 5.236  0.162
55 H 2.467 -2.494 3.585  0.127
56 H 1.650 -1.142 4.047  0.108
57 H 4.235 -1.383 5.327  0.151
58 H 4.786 -2.306 3.096  0.127
59 H 5.466 -0.708 3.330  0.136
60 H 4.564 -0.733 1.125  0.140
61 H 3.074 -2.412 0.959  0.087
62 H 1.984 -1.207 1.093  0.064
63 H 2.698 0.962 1.257  0.083
64 H 4.192 1.337 2.083  0.136
65 H 2.520 2.085 3.487  0.142
66 H 0.750 0.567 2.519  0.044
67 H 0.633 0.929 4.092  0.102
68 H 2.756 0.608 5.534  0.129
69 H 4.266 1.009 4.747  0.137
70 O 0.337 1.370 0.518  -0.431
71 N 0.819 2.490 0.945  -0.020
72 C 0.509 3.548 0.249  -0.315
73 C -0.291 3.411 -0.935  -0.167
74 N -0.907 3.220 -1.890  0.211
75 C 0.993 4.829 0.662  -0.167
76 N 1.380 5.860 0.987  0.184
77 S -3.393 3.137 3.226  1.064
78 C -3.391 1.656 4.072  -0.385
79 C -2.690 0.728 3.370  -0.271
80 N -2.153 1.162 2.182  -0.038
81 C -2.458 2.415 1.993  -0.506
82 H -3.890 1.543 5.020  0.076
83 H -2.529 -0.292 3.688  0.103
84 H -2.146 2.984 1.128  0.060

Calculated values
orbital gap: 9.144 eV
charge: +2
calculated total energy: -62878.3926 eV


Q: Which lowest unoccupied orbital energy values were calculated for the entries above? A: 0.490, 0.811, -4.552, in eV.
Q: Which ΔE to the lowest compared entry with this formula, charge and spin values were calculated for the entries above? A: 328.7, 160.2, 171.4, in kJ/mol.